(1)
{"formula": "C14H25N3O", "method": "ωB97M-V/def2-TZVPD", "energy_ev": -21428.407, "e_above_lowest_kcal_mol": 301.8, "e_homo_ev": -8.69, "lumo_ev": 0.66, "spin_multiplicity": 1, "total_charge": 0, "symbols": ["C", "H", "H", "H", "C", "C", "C", "O", "C", "C", "N", "H", "C", "C", "N", "C", "C", "N", "H", "C", "C", "H", "H", "H", "H", "H", "H", "H", "H", "H", "H", "H", "H", "C", "H", "H", "H", "H", "H", "C", "H", "H", "H"], "positions_angstrom": [[-0.090, -4.864, -2.298], [1.033, -5.130, -2.101], [-0.628, -5.635, -1.608], [-0.138, -5.211, -3.331], [-0.180, -3.322, -2.254], [0.492, -2.417, -3.087], [0.191, -0.845, -2.941], [0.606, -0.273, -3.745], [0.028, -0.570, -1.481], [-0.262, -1.432, -0.567], [-0.741, -1.085, 0.922], [-0.540, -1.718, 1.607], [-0.548, 0.390, 1.044], [0.662, 0.798, 1.579], [0.960, 2.240, 1.868], [0.020, 2.764, 3.051], [0.599, 4.131, 3.294], [0.365, 5.111, 2.360], [-0.545, 5.009, 2.265], [0.934, 4.591, 1.211], [0.663, 3.190, 0.800], [-0.669, 3.306, 0.638], [1.030, 2.786, -0.033], [1.959, 4.591, 1.407], [1.049, 5.140, 0.550], [1.678, 3.934, 3.642], [0.132, 4.495, 4.191], [-0.983, 2.568, 3.017], [0.255, 2.059, 3.854], [1.050, 0.289, 2.311], [1.386, 0.586, 0.753], [-1.013, 0.968, 0.424], [-1.370, 0.343, 2.085], [-0.061, -2.825, -0.763], [-0.779, -3.367, -0.032], [0.817, -3.309, -0.257], [-0.011, 0.425, -1.421], [0.077, -2.721, -4.110], [1.543, -2.729, -2.783], [-1.954, -3.126, -2.326], [-2.621, -3.754, -1.957], [-2.365, -2.001, -2.289], [-2.029, -3.379, -3.490]], "lowdin_charge": [-0.077, 0.100, 0.118, 0.065, -0.515, -0.098, -0.442, 0.229, 0.017, -0.208, 0.074, 0.066, -0.246, -0.241, -0.083, -0.129, -0.279, 0.003, 0.058, -0.258, -0.152, 0.191, 0.071, 0.127, 0.010, 0.160, 0.109, 0.071, 0.116, 0.072, 0.145, 0.045, 0.193, -0.167, 0.146, 0.139, 0.074, 0.150, 0.167, -0.013, -0.017, 0.114, 0.095]}

---

(2)
{"formula": "H6O3", "method": "ωB97M-V/def2-TZVPD", "energy_ev": -6239.788, "e_above_lowest_kcal_mol": 10.7, "e_homo_ev": -10.76, "lumo_ev": 0.60, "spin_multiplicity": 1, "total_charge": 0, "symbols": ["O", "H", "H", "O", "H", "H", "O", "H", "H"], "positions_angstrom": [[0.542, 1.585, -0.727], [0.788, 1.636, 0.180], [1.267, 1.204, -1.192], [0.901, -1.351, 0.952], [0.049, -1.027, 0.623], [1.510, -0.629, 0.965], [-1.472, -0.630, -0.039], [-2.277, -0.999, -0.351], [-1.308, 0.209, -0.411]], "lowdin_charge": [-0.015, 0.027, 0.036, -0.064, -0.032, -0.004, -0.008, 0.050, 0.010]}

---

(3)
{"formula": "C52H48N2O6P2RuS2", "method": "ωB97M-V/def2-TZVPD", "energy_ev": -112794.024, "e_above_lowest_kcal_mol": 101.3, "e_homo_ev": [-4.28, -4.36], "lumo_ev": [2.10, 1.31], "s2": 1.21, "spin_multiplicity": 2, "total_charge": -1, "symbols": ["Ru", "C", "C", "C", "C", "C", "C", "P", "C", "C", "C", "C", "C", "C", "C", "C", "C", "C", "C", "C", "H", "H", "H", "H", "H", "H", "H", "H", "H", "H", "H", "H", "H", "H", "N", "C", "C", "C", "C", "C", "C", "P", "C", "C", "C", "C", "C", "C", "C", "C", "C", "C", "C", "C", "H", "H", "H", "H", "H", "H", "H", "H", "H", "H", "H", "H", "H", "H", "H", "H", "O", "S", "O", "O", "O", "C", "C", "O", "S", "C", "C", "C", "C", "C", "C", "C", "C", "H", "H", "H", "H", "H", "H", "H", "O", "C", "C", "C", "C", "C", "C", "N", "H", "H", "H", "H", "H", "H", "H", "H", "H", "H", "H"], "positions_angstrom": [[1.029, 1.479, -0.409], [-4.345, 6.353, -0.252], [-4.643, 5.084, 0.214], [-3.692, 4.079, 0.178], [-2.431, 4.340, -0.340], [-2.141, 5.618, -0.813], [-3.089, 6.617, -0.778], [-1.002, 3.178, -0.345], [-1.832, 1.657, 0.214], [-2.719, 0.747, -0.573], [-3.710, 0.088, 0.317], [-3.531, -0.033, 1.657], [-2.472, 0.615, 2.309], [-1.681, 1.489, 1.576], [-0.674, 3.136, -2.128], [-1.445, 3.618, -3.182], [-0.894, 3.638, -4.450], [0.394, 3.166, -4.654], [1.126, 2.619, -3.607], [0.618, 2.599, -2.310], [-5.088, 7.137, -0.210], [-5.626, 4.875, 0.614], [-3.926, 3.094, 0.558], [-1.148, 5.806, -1.202], [-2.845, 7.602, -1.152], [-3.199, 1.296, -1.391], [-4.571, -0.374, -0.146], [-4.248, -0.593, 2.245], [-2.335, 0.529, 3.375], [-0.970, 2.118, 2.098], [-2.453, 3.975, -3.014], [-1.466, 4.027, -5.283], [0.824, 3.214, -5.647], [2.117, 2.231, -3.819], [3.235, 2.699, -0.378], [4.220, 1.827, -0.881], [5.240, 2.316, -1.695], [6.180, 1.463, -2.242], [6.102, 0.105, -1.993], [5.083, -0.389, -1.196], [4.136, 0.448, -0.630], [2.738, -0.281, 0.449], [1.618, -0.616, -1.012], [0.413, -1.502, -0.831], [0.266, -2.423, -1.988], [0.672, -2.062, -3.229], [1.427, -0.891, -3.428], [1.951, -0.245, -2.327], [3.564, -1.879, 0.854], [4.486, -1.911, 1.894], [5.035, -3.110, 2.311], [4.661, -4.297, 1.703], [3.746, -4.272, 0.665], [3.202, -3.073, 0.240], [3.328, 3.624, -0.797], [3.284, 2.806, 0.652], [5.290, 3.382, -1.887], [6.972, 1.864, -2.859], [6.821, -0.571, -2.426], [5.011, -1.452, -1.023], [0.488, -2.067, 0.107], [-0.149, -3.404, -1.795], [0.476, -2.711, -4.074], [1.708, -0.589, -4.423], [2.761, 0.456, -2.486], [4.757, -0.981, 2.372], [5.745, -3.125, 3.127], [5.073, -5.238, 2.041], [3.443, -5.196, 0.194], [2.497, -3.059, -0.578], [3.355, 0.696, 1.684], [2.523, 1.811, 2.525], [2.365, 1.323, 3.861], [1.261, 1.991, 1.809], [3.374, 2.978, 2.397], [-1.672, -5.840, 5.603], [-1.708, -5.516, 7.067], [-2.063, -6.287, 7.921], [-1.178, -3.897, 7.579], [-0.584, -3.094, 6.097], [-1.462, -2.631, 5.124], [-0.965, -2.012, 3.996], [0.411, -1.809, 3.852], [1.280, -2.245, 4.859], [0.783, -2.890, 5.971], [0.964, -1.211, 2.703], [1.421, -0.776, 1.666], [-2.494, -6.519, 5.389], [-0.734, -6.350, 5.383], [-1.742, -4.957, 4.976], [-2.528, -2.765, 5.257], [-1.631, -1.668, 3.218], [2.338, -2.062, 4.751], [1.439, -3.238, 6.755], [-0.746, -0.601, -0.518], [-1.854, -0.403, -1.376], [-2.636, -1.719, -1.540], [-3.967, -1.767, -2.322], [-4.487, -0.489, -2.982], [-3.540, 0.149, -4.011], [-2.067, -0.264, -3.866], [-1.415, 0.073, -2.635], [-2.780, -2.109, -0.531], [-1.931, -2.381, -2.041], [-4.755, -2.122, -1.652], [-3.870, -2.523, -3.104], [-4.755, 0.237, -2.217], [-5.422, -0.752, -3.486], [-3.615, 1.235, -3.943], [-3.838, -0.133, -5.023], [-1.491, 0.217, -4.661], [-1.990, -1.346, -4.015], [-1.008, 1.000, -2.595]], "lowdin_spin": [-0.077, 0.001, 0.000, 0.006, 0.023, 0.004, 0.001, 0.040, 0.211, 0.061, 0.204, 0.009, 0.271, -0.004, 0.004, 0.001, 0.001, 0.001, 0.002, 0.013, 0.000, 0.000, 0.002, 0.000, 0.000, 0.014, 0.011, -0.005, 0.015, -0.004, 0.000, 0.000, 0.000, 0.000, -0.002, 0.000, 0.001, 0.000, 0.001, 0.000, 0.000, -0.006, 0.011, 0.009, 0.024, 0.005, 0.029, -0.006, -0.004, 0.000, 0.000, 0.000, 0.000, 0.000, 0.000, 0.000, 0.000, 0.000, 0.000, 0.000, 0.000, 0.001, 0.000, 0.002, 0.000, 0.000, 0.000, 0.000, 0.000, 0.001, 0.000, -0.001, -0.002, -0.012, 0.000, 0.000, 0.000, 0.000, 0.000, 0.000, 0.000, 0.004, 0.000, 0.000, 0.000, -0.001, -0.004, 0.000, 0.000, 0.000, 0.000, 0.003, 0.000, 0.000, 0.031, 0.063, 0.008, 0.001, 0.001, 0.002, 0.003, 0.020, 0.002, 0.001, 0.000, 0.000, 0.000, 0.000, 0.000, 0.000, 0.001, 0.000, 0.003]}

---

(4)
{"formula": "C10H28N5O6V", "method": "ωB97M-V/def2-TZVPD", "energy_ev": -56241.514, "e_homo_ev": [-10.46, -10.51], "lumo_ev": [-2.35, -2.29], "s2": 0.79, "spin_multiplicity": 2, "total_charge": 1, "symbols": ["O", "V", "C", "C", "O", "H", "H", "H", "H", "H", "C", "O", "N", "N", "H", "H", "H", "H", "C", "O", "N", "N", "H", "H", "H", "H", "C", "O", "C", "C", "N", "C", "C", "O", "C", "H", "H", "H", "H", "H", "H", "H", "H", "H", "H", "H", "H", "H", "H", "H"], "positions_angstrom": [[-1.650, -0.341, 0.901], [-0.241, -0.562, 0.173], [-0.706, -4.551, 2.105], [-1.141, -3.712, 0.825], [-0.222, -2.789, 0.295], [-1.032, -5.585, 1.994], [-1.083, -3.960, 2.940], [0.360, -4.655, 2.305], [-2.115, -3.393, 1.197], [-1.250, -4.541, 0.125], [2.195, -1.043, 2.448], [1.294, -0.464, 1.884], [3.162, -0.381, 3.038], [2.423, -2.273, 2.218], [3.901, -0.864, 3.528], [3.180, 0.623, 2.936], [3.279, -2.686, 2.560], [1.846, -2.821, 1.596], [0.037, 2.763, 0.540], [0.164, 1.558, 0.410], [-0.426, 3.247, 1.597], [0.281, 3.669, -0.342], [-0.600, 4.227, 1.765], [-0.380, 2.688, 2.437], [0.204, 4.665, -0.190], [0.375, 3.380, -1.305], [-3.566, 2.374, 0.144], [-2.598, 1.600, -0.559], [-2.499, 1.806, -1.933], [-1.178, 1.182, -2.442], [-1.071, -0.154, -1.861], [0.013, -0.850, -2.652], [1.424, -0.310, -2.361], [1.757, -0.360, -0.929], [3.062, 0.224, -0.614], [-3.774, 3.342, -0.313], [-3.279, 2.417, 1.195], [-4.511, 1.833, 0.183], [-2.453, 2.885, -2.085], [-3.352, 1.286, -2.369], [-0.259, 1.765, -2.496], [-1.434, 1.002, -3.487], [-2.029, -0.443, -1.994], [-0.174, -0.901, -3.724], [0.022, -1.903, -2.373], [1.502, 0.668, -2.836], [2.193, -0.902, -2.857], [3.804, -0.543, -0.395], [3.029, 0.967, 0.182], [3.519, 0.818, -1.406]], "lowdin_spin": [-0.249, 1.190, 0.001, 0.001, 0.032, 0.000, 0.000, 0.000, -0.001, 0.001, 0.001, 0.003, 0.000, 0.000, 0.000, 0.000, 0.000, 0.000, 0.002, 0.011, 0.001, 0.001, 0.000, 0.000, 0.000, 0.000, 0.000, -0.001, 0.000, 0.001, 0.000, 0.002, 0.000, 0.002, 0.000, 0.000, 0.000, 0.000, 0.000, 0.000, 0.000, -0.001, 0.001, 0.000, 0.000, 0.000, 0.000, 0.000, 0.000, 0.000]}

---

(5)
{"formula": "C4H8N2OS", "method": "ωB97M-V/def2-TZVPD", "energy_ev": -20139.890, "e_above_lowest_kcal_mol": 21.8, "e_homo_ev": -8.38, "lumo_ev": -0.14, "spin_multiplicity": 1, "total_charge": 0, "symbols": ["C", "N", "C", "O", "C", "S", "C", "N", "H", "H", "H", "H", "H", "H", "H", "H"], "positions_angstrom": [[0.147, -1.768, 1.255], [-0.379, -0.522, 0.737], [-1.610, -0.123, 1.279], [-2.183, 0.922, 1.087], [0.340, 0.251, -0.158], [-0.280, 1.460, -1.080], [1.772, -0.172, -0.366], [2.030, -0.955, -1.572], [-0.701, -2.324, 1.739], [0.881, -1.657, 2.048], [0.578, -2.355, 0.479], [-2.026, -0.917, 1.991], [2.155, -0.744, 0.513], [2.368, 0.734, -0.481], [1.520, -1.828, -1.561], [1.721, -0.447, -2.367]], "lowdin_charge": [-0.057, -0.125, -0.298, 0.024, -0.732, 0.756, -0.320, 0.017, 0.102, 0.095, 0.075, 0.145, 0.108, 0.105, 0.060, 0.047]}

---

(6)
{"formula": "CH3Cl2P", "method": "ωB97M-V/def2-TZVPD", "energy_ev": -35418.742, "e_above_lowest_kcal_mol": 41.4, "e_homo_ev": -9.96, "lumo_ev": -1.64, "spin_multiplicity": 1, "total_charge": 0, "symbols": ["C", "P", "Cl", "Cl", "H", "H", "H"], "positions_angstrom": [[-0.892, 0.061, -0.116], [0.824, -0.356, -0.865], [2.145, 1.746, 0.246], [1.467, -1.665, 0.403], [-1.565, -0.762, -0.178], [-1.176, 0.976, -0.402], [-0.804, 0.000, 0.912]], "lowdin_charge": [-0.353, 0.399, -0.265, 0.212, 0.032, -0.020, -0.005]}